{
  "formula": "C2H6N2O",
  "method": "wB97M-V/def2-TZVPD",
  "largest_force_ev_per_a": 3.31,
  "relative_energy_ev": 6.831,
  "spin_multiplicity": 1,
  "e_tot_ev": -7192.9570,
  "species": ["O", "N", "N", "C", "C", "H", "H", "H", "H", "H", "H"],
  "coordinates": [[-0.36312, -1.76848, 0.45101], [-0.01190, 0.43560, 0.57604], [-0.15880, -0.60798, 0.06081], [0.03968, -0.30178, -2.61647], [0.05326, 0.77324, 1.99474], [1.02562, -0.74962, -2.73303], [-0.42005, 0.09222, 2.64152], [-0.01205, 0.67506, -2.06863], [1.08447, 0.68041, 2.18750], [-0.83956, -0.93648, -2.61197], [-0.39756, 1.70781, 2.11848]],
  "atomic_forces_ev_per_a": [[0.2, 0.8, -0.4], [0.1, 3.0, -0.3], [-0.5, -3.3, 0.3], [0.2, 0.8, 1.4], [0.0, -1.6, -1.2], [-0.3, 0.1, -0.1], [-0.9, -1.3, 0.6], [0.0, -1.0, -1.0], [1.3, 0.7, 0.7], [0.1, 0.1, -0.2], [-0.1, 1.6, 0.2]]
}

---

{
  "formula": "C23H27N8ORuSSe2",
  "method": "wB97M-V/def2-TZVPD",
  "charge": 1,
  "largest_force_ev_per_a": 1.11,
  "relative_energy_ev": 1.179,
  "spin_multiplicity": 1,
  "e_tot_ev": -182360.3055,
  "species": ["Ru", "Se", "Se", "S", "O", "N", "N", "N", "N", "N", "N", "N", "N", "C", "C", "C", "C", "C", "C", "C", "C", "C", "C", "C", "C", "C", "C", "C", "C", "C", "C", "C", "C", "C", "C", "C", "H", "H", "H", "H", "H", "H", "H", "H", "H", "H", "H", "H", "H", "H", "H", "H", "H", "H", "H", "H", "H", "H", "H", "H", "H", "H", "H"],
  "coordinates": [[0.09704, -0.42867, 0.41392], [-0.40424, -3.64584, -1.48451], [-1.48885, -3.77781, 0.55449], [-1.05559, 2.20403, 0.68574], [0.49659, 1.92977, -1.48858], [-1.38543, -1.03779, -1.13249], [0.03074, 1.98893, -2.68861], [-1.12285, -0.44054, 2.21253], [4.07037, -0.61320, -0.86344], [0.81624, -2.28457, 1.24675], [4.72279, 0.54937, 1.23781], [1.62283, -0.73467, -1.04488], [1.43110, 0.67582, 1.70607], [-2.59984, -0.89577, -3.65384], [0.93233, 0.68048, 3.10478], [-1.33414, 3.05735, -4.31704], [1.71183, 2.03764, 1.19202], [-2.22790, -0.04447, -1.46274], [2.78624, -0.68722, -0.97210], [0.08611, -3.35835, 1.57891], [2.55481, -3.12542, 2.68057], [-1.98359, 1.89695, 2.22411], [1.72441, -4.13493, 3.14337], [-0.15754, -0.36475, 3.34322], [0.48450, -4.27278, 2.54452], [4.41073, 0.01538, 0.25521], [0.42436, 1.08232, -3.61163], [0.50597, 2.96192, 1.22701], [-1.24223, -2.00890, -2.03581], [-0.04519, 1.14551, -4.90533], [-2.30178, 0.42110, 2.37017], [2.06765, -2.24144, 1.73984], [-0.93383, 2.14167, -5.27871], [-1.80368, -1.97024, -3.30344], [-0.84545, 2.96307, -3.03296], [-2.85019, 0.06685, -2.68983], [1.75543, 0.54055, 3.80699], [-2.92392, 2.44356, 2.15767], [-0.15758, -5.11331, 2.76811], [0.28148, -1.35249, 3.46853], [2.72738, -1.48404, 1.34411], [0.30323, 0.41100, -5.61801], [-1.09923, 3.63760, -2.22957], [-3.05392, -0.84077, -4.63404], [0.69231, 3.78848, 0.54452], [-3.02276, 0.12345, 1.60659], [-1.29682, 2.20969, -6.29437], [-1.45230, 2.29569, 3.08678], [0.52201, 1.66479, 3.31044], [2.05722, -4.83749, 3.89504], [-2.76743, 0.24819, 3.34632], [-1.64979, -2.80125, -3.97796], [-2.01874, 3.85917, -4.55518], [-2.38898, 0.70782, -0.70769], [-3.50994, 0.90198, -2.87699], [1.12089, 0.34871, -3.23338], [-0.67790, -0.12720, 4.27621], [2.04456, 1.91978, 0.16352], [2.53237, 2.48193, 1.76227], [2.34633, 0.23104, 1.69273], [-1.46156, -1.39723, 2.16254], [3.57098, -3.01275, 3.03094], [0.33235, 3.40226, 2.20878]],
  "atomic_forces_ev_per_a": [[-0.6, -0.2, 0.9], [-0.1, 0.0, 0.0], [0.1, 0.0, 0.0], [0.3, -0.4, -0.2], [0.0, 0.2, -0.1], [0.2, 0.3, -0.1], [0.0, 0.1, -0.2], [0.3, -0.2, -0.1], [0.0, 0.0, 0.1], [0.2, 0.3, -0.2], [-0.2, -0.1, 0.1], [-0.1, 0.2, 0.0], [-0.1, -0.5, -0.2], [0.0, 0.0, 0.1], [-0.2, 0.1, 0.0], [0.0, 0.0, 0.0], [0.0, 0.0, -0.1], [0.0, 0.0, 0.0], [0.0, 0.1, -0.2], [-0.1, 0.0, 0.0], [0.0, -0.1, 0.1], [0.0, 0.1, -0.1], [0.0, 0.1, -0.1], [0.0, 0.1, 0.0], [0.0, 0.0, 0.0], [0.3, 0.0, -0.2], [0.0, 0.0, 0.0], [-0.1, 0.2, 0.1], [0.0, -0.3, 0.2], [0.0, 0.0, 0.0], [-0.1, 0.0, 0.0], [0.1, -0.1, -0.1], [0.0, 0.0, 0.0], [0.0, 0.0, 0.0], [0.0, 0.0, 0.0], [0.0, 0.0, 0.0], [0.0, -0.1, 0.0], [0.0, 0.0, 0.0], [0.0, 0.0, 0.0], [0.0, 0.0, 0.0], [-0.1, 0.0, 0.1], [0.0, 0.0, 0.0], [0.0, 0.0, 0.0], [0.0, 0.0, 0.0], [0.0, 0.0, 0.0], [0.0, 0.0, 0.0], [0.0, 0.0, 0.0], [0.1, 0.0, 0.0], [0.1, 0.0, 0.0], [0.0, 0.0, 0.0], [0.0, 0.0, 0.0], [0.0, 0.0, 0.0], [0.0, 0.0, 0.0], [0.0, 0.0, -0.1], [0.0, 0.0, 0.0], [0.0, 0.0, 0.0], [0.0, 0.0, 0.0], [0.0, 0.0, 0.0], [0.0, 0.0, 0.0], [0.0, 0.1, 0.1], [-0.1, 0.0, 0.1], [0.0, 0.0, 0.0], [0.0, 0.0, 0.0]]
}

---

{
  "formula": "C4H5NO",
  "method": "wB97M-V/def2-TZVPD",
  "largest_force_ev_per_a": 1.38,
  "smiles": "N#CCCC=O",
  "relative_energy_ev": 0.934,
  "spin_multiplicity": 1,
  "e_tot_ev": -7765.5923,
  "species": ["O", "N", "C", "C", "C", "C", "H", "H", "H", "H", "H"],
  "coordinates": [[-0.15519, -1.40787, -1.94599], [-0.21112, 0.92801, 3.08009], [-0.29186, 0.37213, 2.06817], [0.31479, 0.35687, -0.38066], [0.17638, -0.26847, -1.72691], [-0.43081, -0.32893, 0.78221], [0.16805, 1.44072, -0.38312], [-1.50798, -0.36133, 0.55899], [0.65468, 0.38074, -2.49173], [1.41655, 0.26160, -0.47507], [-0.13349, -1.37348, 0.91402]],
  "atomic_forces_ev_per_a": [[-0.2, 0.6, 0.1], [0.0, -0.6, -1.1], [0.2, 0.5, 0.8], [0.1, 0.0, 0.0], [-0.1, -0.4, -0.2], [0.1, 0.0, -0.1], [-0.2, -0.2, -0.2], [0.3, 0.1, -0.1], [-0.3, -0.2, -0.3], [0.0, 0.0, 1.4], [0.1, 0.2, -0.1]]
}

---

{
  "formula": "C15H30ClF2N2O8P2",
  "method": "wB97M-V/def2-TZVPD",
  "charge": -1,
  "largest_force_ev_per_a": 1.89,
  "spin_multiplicity": 1,
  "e_tot_ev": -71934.3265,
  "species": ["Cl", "P", "P", "F", "F", "O", "O", "O", "O", "O", "O", "O", "O", "N", "N", "C", "C", "C", "C", "C", "C", "C", "C", "C", "C", "C", "C", "C", "C", "C", "H", "H", "H", "H", "H", "H", "H", "H", "H", "H", "H", "H", "H", "H", "H", "H", "H", "H", "H", "H", "H", "H", "H", "H", "H", "H", "H", "H", "H", "H"],
  "coordinates": [[-1.64012, 3.33413, 0.29500], [-0.00922, 1.94925, 0.08226], [-1.05966, 0.11401, -0.98150], [8.15338, -2.08940, 4.33118], [-6.83694, 3.75295, -3.16037], [3.79613, -2.72671, 4.94485], [-6.61882, 1.78527, -2.06181], [5.90977, -2.01049, 4.57559], [-5.12072, 0.77462, -3.36790], [-6.04871, -0.38879, -1.69940], [5.56469, -3.90019, 5.71010], [0.95093, 2.70104, -1.06107], [-2.02895, 2.47003, -4.32656], [-0.07174, -0.48327, -3.61836], [-0.08319, -0.85142, 0.27521], [0.37488, -0.18697, -2.22616], [-0.34761, -0.65497, 1.68835], [0.89340, -0.31544, 2.56626], [3.36699, 0.07787, 2.79303], [-3.35634, -1.52601, -1.38123], [4.96055, -2.86588, 5.06170], [-2.06645, 1.19922, -2.24347], [-5.93880, 2.81072, -2.75843], [6.97256, -3.79321, 5.51302], [-2.03135, -1.42699, -1.62562], [2.23446, -0.35416, 1.84236], [7.13470, -2.31925, 5.19605], [-1.38750, 2.30257, -3.01983], [-5.32524, 2.06465, -3.92664], [-5.95440, 0.61282, -2.31667], [0.96060, -1.07721, 3.35088], [-2.49523, 0.52508, -2.97945], [1.09651, 0.62860, -2.25407], [-1.55565, -2.23899, -2.18027], [0.26539, -1.39592, -3.89211], [2.22019, 0.34934, 1.01181], [-0.18244, -1.83108, 0.04709], [-4.38376, 2.48224, -4.27520], [7.26644, -1.67741, 6.06943], [-2.91876, 1.60503, -1.69189], [-0.72733, -1.60057, 2.09343], [3.00232, 0.92501, 3.37468], [-5.21526, 3.27777, -2.08870], [-6.03293, 2.00057, -4.75650], [-1.13701, 0.08569, 1.85761], [7.50897, -4.11109, 6.40245], [-2.12881, 0.33278, -0.01212], [0.76808, 0.65424, 3.05243], [2.41333, -1.36347, 1.47195], [-3.77664, -1.49409, -0.37970], [7.27403, -4.40597, 4.66181], [0.90506, -1.06198, -1.85341], [-0.32354, 2.14417, -3.18408], [-1.35405, 2.35720, -5.00045], [4.24014, 0.38537, 2.21646], [1.49445, 3.35736, -0.61036], [-1.49992, 3.26626, -2.52491], [3.62987, -0.75452, 3.44251], [0.34925, 0.18290, -4.25336], [-4.04997, -1.60328, -2.21590]],
  "atomic_forces_ev_per_a": [[0.0, 0.0, -0.1], [0.3, 0.1, 0.6], [-0.4, -1.2, 0.0], [0.0, 0.0, 0.0], [-0.1, -0.1, 0.0], [0.0, -0.1, 0.0], [0.2, -0.1, 0.2], [-0.1, 0.1, 0.2], [-0.2, -0.1, -0.1], [-0.7, 0.0, 0.2], [0.0, 0.0, 0.0], [0.0, 0.2, -0.1], [0.1, 0.1, -0.1], [0.1, 0.3, 0.1], [0.2, 0.7, 0.1], [-0.1, -0.4, -0.3], [0.3, -0.7, 0.2], [0.0, -0.3, -0.2], [-0.5, -0.3, -0.5], [0.3, -0.4, -0.3], [0.1, -0.1, -0.1], [0.0, -0.1, -0.2], [0.0, -0.1, -0.1], [0.1, 0.0, 0.1], [0.1, -0.1, 1.3], [0.1, 0.6, 0.4], [0.0, -0.1, -0.1], [-0.3, 0.3, -0.2], [0.1, 0.3, -0.1], [0.5, 0.1, -0.2], [-0.1, 0.2, 0.2], [0.2, -0.1, -0.1], [0.0, 0.1, 0.3], [-0.2, 1.0, -1.6], [-0.1, 0.0, -0.1], [-0.1, -0.2, -0.2], [-0.1, 0.0, -0.1], [0.2, -0.1, 0.1], [0.1, 0.0, 0.0], [0.1, 0.0, 0.2], [-0.3, 0.1, 0.0], [0.3, 0.0, 0.2], [0.0, 0.1, 0.0], [-0.1, 0.0, 0.1], [0.0, 0.1, -0.1], [-0.1, 0.0, 0.1], [0.2, 0.1, 0.2], [0.0, 0.1, 0.0], [0.0, 0.1, -0.3], [-0.2, 1.7, -0.1], [0.0, 0.1, -0.1], [0.1, 0.1, 0.2], [0.0, -0.1, 0.1], [-0.1, -0.1, 0.1], [0.1, 0.0, 0.1], [0.0, -0.1, -0.1], [0.2, 0.0, 0.2], [0.1, 0.2, 0.2], [0.0, 0.0, -0.1], [-0.1, -1.7, 0.2]]
}